Entry i
Entry from the Open Molecules 2025 dataset: a gas-phase ion, C5H10N2 (charge +2) (wB97M-V/def2-TZVPD).

Each line ends with the Löwdin charge.
CARTESIAN COORDINATES (ANGSTROEM)
N (-1.268, 0.090, 0.133)  -0.0277
N (1.292, 0.223, -0.001)  -0.0657
C (-1.391, 1.626, -0.005)  0.2619
C (1.645, -1.228, -0.079)  0.0913
C (-2.116, -1.042, 0.173)  0.0256
C (-0.062, 0.572, 0.127)  0.0157
C (2.220, 1.114, -0.189)  0.3044
H (0.876, -1.737, 0.468)  0.0989
H (-2.831, -1.075, 1.193)  0.2067
H (1.883, 2.231, -0.174)  0.1912
H (2.555, -1.279, 0.365)  0.0786
H (-1.553, -1.945, 0.210)  0.0866
H (3.269, 0.865, -0.298)  0.1552
H (-1.542, 1.866, -1.019)  0.1158
H (-2.935, -0.786, -0.622)  0.1697
H (1.604, -1.526, -1.206)  0.1810
H (-1.644, 2.030, 0.925)  0.1107

HOMO, eV: -20.29
SMILES string: C=[N+](C)C1=[N+](C)C1
Kohn-Sham gap, eV: 9.33
Net charge: +2
M, g mol⁻¹: 98.149
E_LUMO, eV: -10.95

Entry ii
Entry from the Open Molecules 2025 dataset: a molecular structure, C5H10N2 (wB97M-V/def2-TZVPD).

Each line ends with the Löwdin charge.
CARTESIAN COORDINATES (ANGSTROEM)
N (-0.461, -0.251, 0.123)  -0.1105
N (1.605, -0.483, 0.937)  0.3070
C (-2.968, 0.570, -1.010)  0.3894
C (1.328, -0.935, -1.493)  0.0955
C (-0.927, -0.139, 1.546)  0.0832
C (0.837, -0.580, -0.099)  -0.2608
C (-1.100, 0.030, -0.932)  0.2657
H (2.591, -0.707, 0.602)  0.2140
H (-0.549, 0.738, 2.024)  0.1177
H (0.917, -1.916, -1.628)  0.1314
H (1.333, -0.306, 1.927)  0.1774
H (-3.461, -0.329, -1.340)  0.0561
H (-0.530, -1.110, 1.966)  0.1482
H (0.728, -0.276, -2.066)  0.0803
H (-2.000, -0.089, 1.503)  0.1080
H (-3.216, 1.639, -1.214)  0.0918
H (2.356, -0.939, -1.661)  0.1057

HOMO (alpha / beta), eV: -19.37 / -19.67
Kohn-Sham gap (alpha / beta), eV: 8.02 / 9.41
Net charge: +2
M, g mol⁻¹: 98.149
E_LUMO (alpha / beta), eV: -11.35 / -10.26

The least stable of them is entry ii.

Entry i
Entry from the Open Molecules 2025 dataset: 2 unconnected molecules or ions with the total composition CHNO2S (wB97M-V/def2-TZVPD).

Each line ends with the Löwdin charge.
CARTESIAN COORDINATES (ANGSTROEM)
S (2.657, 0.907, 0.421)  0.7209
O (1.850, 1.707, -0.525)  -0.6936
O (0.216, -1.526, 0.180)  0.1480
N (-1.755, -0.325, 0.229)  0.2141
C (-0.713, -0.854, 0.173)  -0.4501
H (-2.256, 0.091, -0.479)  0.0608

HOMO (alpha / beta), eV: -9.30 / -9.28
SMILES string: N=C=O.O=S
Kohn-Sham gap (alpha / beta), eV: 7.81 / 7.77
M, g mol⁻¹: 91.091
E_LUMO (alpha / beta), eV: -1.49 / -1.51

Entry ii
Entry from the Open Molecules 2025 dataset: 2 unconnected molecules or ions with the total composition CHNO2S (wB97M-V/def2-TZVPD).

Each line ends with the Löwdin charge.
CARTESIAN COORDINATES (ANGSTROEM)
S (0.718, -1.846, 0.133)  0.8010
O (-0.490, 1.693, 0.208)  0.1070
O (1.437, 0.819, 0.044)  0.0206
N (0.222, 0.760, 0.097)  -0.5251
C (-0.236, -0.568, 0.061)  -0.6309
H (-1.651, -0.858, -0.544)  0.2273

HOMO, eV: -9.93
Kohn-Sham gap, eV: 7.70
M, g mol⁻¹: 91.091
E_LUMO, eV: -2.23

The least stable of them is entry ii.

Entry i
Entry from the Open Molecules 2025 dataset: C5H8O4 in the gas phase (wB97M-V/def2-TZVPD).

Each line ends with the Löwdin charge.
CARTESIAN COORDINATES (ANGSTROEM)
O (-0.352, 2.244, -0.491)  0.1167
O (-2.098, -0.272, 0.948)  0.0378
O (0.980, 0.278, -0.730)  -0.1871
O (-1.448, 0.585, -1.526)  0.1092
C (1.206, -0.396, 2.246)  0.0482
C (-0.577, 0.917, -0.531)  -0.4992
C (1.028, -1.016, -1.277)  -0.1466
C (-0.846, 0.314, 0.796)  -0.2333
C (0.266, -0.114, 1.389)  -0.0110
H (-1.736, -0.331, -1.400)  0.1238
H (1.266, 0.134, 3.186)  0.0677
H (0.798, -1.006, -2.349)  0.0819
H (2.038, -1.413, -1.141)  0.0892
H (-2.762, 0.428, 0.916)  0.1168
H (1.916, -1.193, 2.077)  0.0641
H (0.000, 2.528, -1.347)  0.1323
H (0.320, -1.687, -0.767)  0.0895

HOMO, eV: -8.57
SMILES string: C=C=C(O)C(O)(O)OC
Kohn-Sham gap, eV: 9.13
M, g mol⁻¹: 132.115
E_LUMO, eV: 0.56

Entry ii
Entry from the Open Molecules 2025 dataset: C5H8O4 in the gas phase (wB97M-V/def2-TZVPD).

Each line ends with the Löwdin charge.
CARTESIAN COORDINATES (ANGSTROEM)
O (-2.454, -1.274, 0.310)  -0.0807
O (2.625, -1.064, -0.449)  0.0128
O (-0.005, -1.830, -0.719)  0.0469
O (-0.577, 1.764, -0.862)  -0.0284
C (1.844, 0.863, 0.757)  0.1277
C (-2.002, 0.068, 0.399)  -0.2262
C (0.237, -0.647, -0.290)  -0.2043
C (-0.951, 0.345, -0.617)  -0.2610
C (1.615, -0.299, 0.119)  -0.3472
H (0.016, 1.582, -1.617)  0.1040
H (1.123, 1.549, 1.070)  0.0622
H (-2.713, 0.838, 0.137)  0.1249
H (3.268, -0.964, 0.421)  0.1924
H (-1.827, 0.218, 1.515)  0.1496
H (-1.326, -0.087, -1.500)  0.1398
H (-1.753, -2.008, 0.359)  0.1216
H (2.880, 0.944, 0.968)  0.0659

HOMO, eV: -9.85
SMILES string: C=C(O)C(=O)[C@H](O)CO
Kohn-Sham gap, eV: 9.50
M, g mol⁻¹: 132.115
E_LUMO, eV: -0.35

The least stable of them is entry i.

Entry i
Entry from the Open Molecules 2025 dataset: C7H14Se in the gas phase (wB97M-V/def2-TZVPD).

Each line ends with the Löwdin charge.
CARTESIAN COORDINATES (ANGSTROEM)
Se (-2.557, -0.664, 0.026)  0.8485
C (-3.484, 0.890, -0.908)  -0.3741
C (0.053, 2.402, 0.280)  -0.0367
C (1.728, -0.804, 0.125)  -0.3164
C (0.269, -1.305, 0.024)  -0.3114
C (2.795, -1.712, 0.427)  -0.1485
C (-0.118, 1.206, 0.805)  -0.1432
C (-0.653, -0.126, -0.295)  -0.5380
H (3.878, -1.371, 0.452)  0.0962
H (-3.385, 0.759, -1.933)  -0.0350
H (2.841, -2.496, -0.243)  0.0407
H (1.863, -0.350, -0.860)  0.1154
H (-4.569, 0.727, -0.578)  0.0316
H (-2.841, 1.765, -0.410)  0.0533
H (0.180, -2.287, -0.647)  0.1493
H (0.129, 3.285, 0.933)  0.0649
H (-0.149, 1.071, 1.823)  0.0645
H (0.035, 2.626, -0.753)  0.0436
H (1.659, 0.203, 0.657)  0.1007
H (2.938, -2.237, 1.422)  0.0957
H (-0.008, -1.777, 1.015)  0.1089
H (-0.606, 0.198, -1.361)  0.0902

HOMO, eV: -8.23
SMILES string: C=C[C@@H](CCC)[Se]C
Kohn-Sham gap, eV: 9.08
M, g mol⁻¹: 177.149
E_LUMO, eV: 0.86

Entry ii
Entry from the Open Molecules 2025 dataset: 2 unconnected molecules or ions with the total composition C7H14Se (wB97M-V/def2-TZVPD).

Each line ends with the Löwdin charge.
CARTESIAN COORDINATES (ANGSTROEM)
Se (-1.861, -1.996, -0.999)  0.9821
C (-1.512, -0.508, 1.766)  -0.3476
C (-1.110, 0.147, 3.076)  -0.1600
C (-0.664, -0.709, -0.669)  -0.4330
C (2.617, 1.276, -1.262)  -0.0766
C (-0.642, 0.002, 0.599)  -0.3934
C (3.350, 2.321, -0.876)  -0.0815
C (-1.328, -2.029, -2.907)  -0.3952
H (2.497, 0.302, -0.725)  0.0598
H (3.407, 3.203, -1.313)  -0.0242
H (-1.900, -1.419, -3.493)  -0.0310
H (-1.717, -0.204, 3.952)  0.0738
H (0.345, 0.038, 0.867)  0.0585
H (-1.262, -3.051, -3.296)  0.0105
H (-2.666, -0.249, 1.622)  0.1445
H (-0.203, -1.664, -2.931)  0.0614
H (-0.031, -0.190, 3.296)  0.0877
H (-1.039, 1.321, 2.900)  0.1099
H (1.988, 1.488, -2.090)  0.0323
H (-1.331, -1.591, 1.911)  0.0942
H (3.934, 2.422, 0.134)  0.0848
H (-0.873, 1.091, 0.437)  0.1430

HOMO, eV: -7.82
Kohn-Sham gap, eV: 8.10
M, g mol⁻¹: 177.149
E_LUMO, eV: 0.29

The least stable of them is entry ii.

Entry i
Entry from the Open Molecules 2025 dataset: C2H4OS2 in the gas phase (wB97M-V/def2-TZVPD).

Each line ends with the Löwdin charge.
CARTESIAN COORDINATES (ANGSTROEM)
S (-0.612, -0.317, -0.116)  0.8240
S (-1.034, -2.248, 2.362)  0.7190
O (-0.675, 0.107, -1.942)  -0.4598
C (-0.456, -1.041, 1.552)  -0.8911
C (0.824, 0.716, -0.032)  -0.3858
H (1.712, 0.194, -0.446)  0.0573
H (1.010, 0.992, 1.092)  0.0703
H (-1.569, -0.214, -2.190)  -0.0007
H (0.801, 1.811, -0.280)  0.0668

HOMO (alpha / beta), eV: -8.75 / -8.75
Kohn-Sham gap (alpha / beta), eV: 7.58 / 7.59
M, g mol⁻¹: 108.187
E_LUMO (alpha / beta), eV: -1.17 / -1.17

Entry ii
Entry from the Open Molecules 2025 dataset: C2H4OS2 in the gas phase (wB97M-V/def2-TZVPD).

Each line ends with the Löwdin charge.
CARTESIAN COORDINATES (ANGSTROEM)
S (2.421, -0.338, -0.085)  0.7105
S (-2.038, 0.062, -0.011)  0.6774
O (0.707, 1.543, -0.041)  -0.0212
C (-0.356, -0.602, 0.156)  -0.5639
C (0.913, 0.269, -0.018)  -0.9711
H (-0.305, -1.564, -0.315)  0.0589
H (-0.378, -0.874, 1.234)  0.0764
H (-2.542, -0.401, -1.256)  -0.1048
H (1.578, 1.905, 0.336)  0.1378

HOMO, eV: -9.08
SMILES string: OC(=S)CS
Kohn-Sham gap, eV: 9.25
M, g mol⁻¹: 108.187
E_LUMO, eV: 0.17

Entry iii
Entry from the Open Molecules 2025 dataset: 2 unconnected molecules or ions with the total composition C2H4OS2 (wB97M-V/def2-TZVPD).

Each line ends with the Löwdin charge.
CARTESIAN COORDINATES (ANGSTROEM)
S (-0.553, -0.451, 0.004)  0.5800
S (2.683, 1.079, -0.236)  0.7387
O (2.274, -1.488, 0.255)  0.0210
C (-2.125, 0.527, -0.079)  -0.5155
C (1.950, -0.281, -0.002)  -0.9654
H (-1.794, 1.526, -0.512)  0.0375
H (-2.753, 0.065, -0.785)  -0.0213
H (3.125, -1.630, 0.528)  0.0780
H (-2.805, 0.654, 0.827)  0.0469

HOMO (alpha / beta), eV: -8.67 / -8.13
Kohn-Sham gap (alpha / beta), eV: 7.66 / 6.90
M, g mol⁻¹: 108.187
E_LUMO (alpha / beta), eV: -1.01 / -1.24

The least stable of them is entry i.

Entry i
Entry from the Open Molecules 2025 dataset: 2 unconnected molecules or ions with the total composition C2H3NS3 (wB97M-V/def2-TZVPD).

Each line ends with the Löwdin charge.
CARTESIAN COORDINATES (ANGSTROEM)
S (0.779, -0.057, -2.994)  0.7342
S (0.514, -1.534, 1.193)  0.4591
S (-1.469, -1.909, -2.121)  0.7478
N (0.524, 0.093, 0.989)  -0.6262
C (-0.315, -0.993, -2.515)  -1.4983
C (-0.193, 1.055, 1.548)  -0.0355
H (-0.924, 0.913, 2.440)  0.1209
H (1.043, 0.435, 0.158)  0.0767
H (0.042, 1.997, 1.303)  0.0213

HOMO (alpha / beta), eV: -8.10 / -8.10
Kohn-Sham gap (alpha / beta), eV: 7.95 / 7.95
M, g mol⁻¹: 137.254
E_LUMO (alpha / beta), eV: -0.15 / -0.15

Entry ii
Entry from the Open Molecules 2025 dataset: C2H3NS3 in the gas phase (wB97M-V/def2-TZVPD).

Each line ends with the Löwdin charge.
CARTESIAN COORDINATES (ANGSTROEM)
S (-0.018, -0.560, 1.408)  0.8613
S (0.114, -0.627, -1.510)  0.8397
S (1.355, 2.156, 1.435)  0.5824
N (0.608, 0.803, -0.662)  -0.4226
C (-0.832, -1.224, -0.060)  -0.7435
C (0.665, 0.874, 0.677)  -1.2935
H (-0.914, -2.313, -0.024)  0.0459
H (-1.828, -0.756, -0.087)  0.0372
H (0.849, 1.646, -1.178)  0.0932

HOMO, eV: -8.49
SMILES string: S=C1NSCS1
Kohn-Sham gap, eV: 8.66
M, g mol⁻¹: 137.254
E_LUMO, eV: 0.17

The least stable of them is entry i.